The following is a DFT calculation (wB97M-V/def2-TZVPD) of one molecule with the formula C19H21N3O3 in a non-equilibrium geometry.

Each line ends with the Mulliken charge.
Element x y z (Å)
O1 -1.836 0.126 -0.389  -0.024
O2 -2.794 0.431 1.649  -0.508
O3 1.090 -1.493 -0.012  -0.631
N1 3.049 -1.026 1.070  -0.158
N2 -5.245 1.008 -0.688  -0.644
N3 -0.157 2.362 0.081  -0.487
C1 -0.862 1.725 1.235  0.132
C2 1.408 0.779 0.974  3.219
C3 -3.405 -1.874 -0.304  -0.843
C4 -3.068 -0.521 -0.895  1.152
C5 -1.923 0.681 0.893  0.091
C6 -2.260 -2.861 -0.718  -0.227
C7 2.806 1.184 1.412  -1.151
C8 4.671 2.646 1.967  -1.209
C9 0.368 1.162 1.955  -1.139
C10 -2.165 -3.027 -2.220  -0.918
C11 5.560 1.566 1.642  -0.282
C12 3.773 0.062 1.343  -0.096
C13 5.170 0.291 1.166  -0.987
C14 1.777 -0.681 0.663  0.007
C15 -4.287 0.304 -0.722  -0.240
C16 -3.022 -0.636 -2.420  -1.070
C17 0.941 1.448 -0.259  -0.963
C18 -1.938 -1.557 -2.840  -0.481
C19 3.316 2.444 1.739  0.155
H1 -2.902 -3.586 -2.726  0.394
H2 5.075 3.560 2.196  0.492
H3 0.668 2.062 2.487  0.428
H4 5.861 -0.488 0.823  0.346
H5 -3.567 -1.942 0.780  0.421
H6 -1.348 2.638 1.757  0.473
H7 -2.881 0.347 -2.950  0.447
H8 -1.880 -1.642 -3.985  0.361
H9 -1.045 -1.068 -2.496  0.112
H10 0.587 0.599 -0.815  0.098
H11 -2.431 -3.863 -0.309  0.422
H12 -4.337 -2.371 -0.788  0.389
H13 2.672 3.324 1.749  0.373
H14 3.532 -1.772 0.509  0.342
H15 -0.750 2.734 -0.685  0.290
H16 -1.254 -3.563 -2.524  0.375
H17 1.671 2.024 -0.816  0.377
H18 -3.944 -1.065 -2.788  0.412
H19 0.054 0.343 2.710  0.286
H20 6.570 1.732 1.783  0.453
H21 -1.319 -2.543 -0.236  0.013

Results
frontier orbital gap = 0.33208 Ha
SMILES = N#CC1(OC(=O)[C@H]2C[C@]3(CN2)C(=O)Nc2ccccc23)CCCCC1


The following is a DFT calculation (wB97M-V/def2-TZVPD) of one molecule with the formula C2H7N3S in a non-equilibrium geometry.

Each line ends with the Mulliken charge.
Element x y z (Å)
S1 0.480 -0.057 1.660  -0.179
N1 0.666 0.074 -0.968  -0.660
N2 -1.478 0.387 -0.038  -0.068
N3 -2.042 0.651 -1.282  -0.625
C1 -0.096 0.158 0.033  0.571
C2 2.147 -0.781 1.148  -0.735
H1 2.045 -1.859 0.599  0.240
H2 -2.763 -0.020 -1.400  0.226
H3 0.220 0.302 -1.842  0.274
H4 -2.571 1.523 -1.225  0.232
H5 2.800 -0.984 2.023  0.326
H6 2.498 0.000 0.433  0.227
H7 -1.907 0.607 0.857  0.173

Results
frontier orbital gap = 0.34995 Ha
SMILES = [H]/N=C(\NN)SC


The following is a DFT calculation (wB97M-V/def2-TZVPD) of C33H32BF5O2S as an isolated structure in a non-equilibrium geometry.

Each line ends with the Mulliken charge.
Element x y z (Å)
S1 1.856 -0.418 2.660  -0.522
F1 1.655 -3.903 -4.655  -0.321
F2 6.787 -1.214 -2.775  -0.272
F3 7.578 -0.220 -0.978  -0.262
F4 4.523 2.113 0.355  -0.375
F5 7.697 -2.413 -1.172  -0.258
O1 -2.992 0.370 -0.049  -0.243
O2 -2.584 2.619 0.370  -0.445
C1 2.885 2.837 1.943  -0.730
C2 -0.239 -1.822 2.224  -1.196
C3 -0.654 -1.394 -3.312  0.349
C4 -1.427 -2.165 -5.508  -0.418
C5 0.246 -0.836 3.082  0.788
C6 0.583 2.143 1.655  -0.239
C7 1.748 -1.261 1.120  -0.372
C8 2.262 1.500 -0.004  -0.058
C9 -1.593 -1.370 -4.385  -0.870
C10 -3.408 2.296 2.586  -1.915
C11 3.048 -1.516 0.509  0.832
C12 4.489 -2.135 -1.354  -1.117
C13 0.452 -2.273 -3.429  -0.527
C14 -4.700 3.453 0.852  -1.766
C15 5.431 -0.997 0.572  -1.035
C16 -4.658 -0.156 1.565  -1.715
C17 -0.025 0.649 -0.229  0.773
C18 0.576 -3.054 -4.566  0.458
C19 0.942 1.388 0.500  -0.306
C20 -0.354 -0.182 4.253  -1.311
C21 0.152 -0.328 -1.184  1.766
C22 3.204 2.166 0.758  0.183
C23 -0.812 -0.561 -2.171  -1.282
C24 0.640 -2.116 1.148  0.797
C25 -3.768 2.286 1.109  1.858
C26 3.243 -2.167 -0.731  -0.157
C27 -4.206 0.869 0.554  1.261
C28 6.890 -1.324 -1.417  0.801
C29 -5.265 0.932 -0.543  -1.976
C30 1.553 2.816 2.387  -0.572
C31 -0.336 -3.043 -5.615  -0.735
C32 5.548 -1.471 -0.735  0.464
C33 4.188 -1.055 1.172  -0.518
B1 -2.244 1.488 -0.293  0.215
H1 -4.022 -0.192 2.458  0.272
H2 -5.031 1.678 -1.314  0.363
H3 2.507 1.062 -0.969  0.555
H4 -1.200 -0.753 4.650  0.387
H5 -0.980 1.434 -0.610  -0.179
H6 -5.357 -0.051 -1.029  0.453
H7 1.166 -2.368 -2.618  0.432
H8 4.126 -0.688 2.199  0.359
H9 -4.657 -1.153 1.113  0.437
H10 -4.155 4.385 1.045  0.457
H11 -0.188 -3.679 -6.488  0.435
H12 -2.453 -0.701 -4.308  0.344
H13 1.283 3.316 3.324  0.386
H14 -5.541 3.403 1.540  0.390
H15 0.430 -2.894 0.404  0.416
H16 2.411 -2.668 -1.207  0.506
H17 4.627 -2.620 -2.311  0.479
H18 -0.696 0.828 3.966  0.125
H19 -5.682 0.059 1.883  0.388
H20 0.419 -0.064 5.036  0.392
H21 -4.334 2.355 3.171  0.491
H22 -5.081 3.484 -0.173  0.329
H23 -1.206 -2.287 2.390  0.432
H24 -2.850 1.416 2.931  0.093
H25 -0.466 2.172 1.957  0.406
H26 6.289 -0.582 1.103  0.433
H27 -2.817 3.183 2.822  0.498
H28 3.667 3.344 2.495  0.449
H29 1.046 -0.959 -1.148  -0.259
H30 -1.769 -0.038 -2.139  -0.047
H31 -2.150 -2.118 -6.324  0.353
H32 -6.249 1.164 -0.119  0.396

Results
frontier orbital gap = 0.18288 Ha


The following is a DFT calculation (wB97M-V/def2-TZVPD) of C24H53N4OPtSbSi2 as an isolated structure in a non-equilibrium geometry.

Each line ends with the Mulliken charge.
Element x y z (Å)
Pt1 0.493 0.166 0.317  3.851
Sb1 0.812 -2.309 -0.585  -1.420
Si1 -1.630 2.200 2.048  0.037
Si2 -0.074 -0.301 3.472  -0.140
O1 -1.919 -1.361 -0.379  0.638
N1 -2.087 2.622 -4.280  -0.015
N2 -0.702 1.614 -1.940  0.995
N3 2.608 1.075 0.041  -0.338
N4 3.412 4.067 -3.446  -0.492
C1 -1.531 -1.511 3.225  -0.671
C2 2.820 -3.112 -0.811  -0.708
C3 -3.207 -1.959 -0.448  -1.153
C4 0.237 -5.327 0.078  -1.215
C5 -1.465 0.742 -2.808  0.019
C6 -0.162 0.420 5.232  -1.171
C7 3.528 -3.366 0.504  -1.210
C8 0.150 -2.482 -2.658  -0.418
C9 -0.235 2.776 -2.670  -0.875
C10 -1.365 3.552 -3.370  -1.176
C11 0.543 -3.784 -3.322  -1.235
C12 -2.248 2.756 3.757  -1.185
C13 2.721 1.767 -1.082  -0.240
C14 -0.103 -3.933 0.554  -0.360
C15 -3.124 1.360 1.177  -0.610
C16 3.593 3.516 -2.459  -0.072
C17 -0.084 1.092 2.150  -1.085
C18 4.524 3.090 -0.192  -0.506
C19 -1.114 3.712 0.987  -0.838
C20 3.432 1.359 1.051  -0.230
C21 4.402 2.347 0.973  -0.823
C22 3.651 2.796 -1.242  0.221
C23 1.582 -1.238 3.254  -0.509
C24 -2.623 1.466 -3.513  -0.925
H1 -0.198 -6.056 0.762  0.432
H2 2.055 1.500 -1.887  0.767
H3 2.921 -3.979 1.166  0.314
H4 -3.337 1.851 -2.779  0.358
H5 -2.942 1.121 0.132  -0.220
H6 0.494 1.273 5.358  0.365
H7 -2.985 3.545 3.651  0.381
H8 4.461 -3.898 0.321  0.400
H9 -1.856 -0.090 -2.223  -0.674
H10 -1.167 0.738 5.480  0.333
H11 -2.726 1.935 4.281  0.323
H12 -1.424 2.273 -4.986  0.396
H13 0.244 -3.788 1.576  0.372
H14 0.480 2.446 -3.431  0.528
H15 -0.356 3.456 0.249  -0.071
H16 -0.947 4.377 -3.946  0.467
H17 -1.965 4.156 0.479  0.381
H18 -1.522 -1.974 2.243  -0.121
H19 -0.166 -5.534 -0.909  0.256
H20 5.049 2.538 1.817  0.485
H21 5.257 3.877 -0.280  0.540
H22 -3.420 -2.530 0.458  0.363
H23 -3.209 -2.634 -1.303  0.355
H24 1.617 -3.947 -3.272  0.301
H25 0.288 3.447 -1.988  0.498
H26 0.039 -4.630 -2.865  0.211
H27 -1.176 -3.779 0.529  0.385
H28 -2.840 3.112 -4.778  0.371
H29 0.796 1.719 2.340  0.553
H30 1.308 -5.500 0.058  0.275
H31 0.614 -1.639 -3.173  0.319
H32 -1.451 3.134 4.389  0.393
H33 -3.977 2.032 1.220  0.557
H34 0.127 -0.334 5.957  0.393
H35 -1.251 1.890 -1.130  -0.616
H36 3.768 -2.436 1.016  0.205
H37 -0.792 0.325 -3.565  0.666
H38 -3.130 0.788 -4.197  0.437
H39 -1.880 -0.817 0.427  -0.710
H40 -0.689 4.483 1.623  0.439
H41 -2.077 3.948 -2.643  0.371
H42 -0.929 -2.348 -2.669  0.338
H43 1.835 -1.376 2.202  -0.374
H44 1.525 -2.217 3.719  0.472
H45 -1.460 -2.311 3.958  0.503
H46 3.310 0.766 1.946  0.375
H47 -3.980 -1.197 -0.589  0.274
H48 -3.419 0.454 1.696  0.288
H49 2.690 -4.050 -1.348  0.396
H50 -2.492 -1.026 3.377  0.364
H51 2.396 -0.705 3.735  0.452
H52 0.266 -3.765 -4.375  0.430
H53 3.393 -2.435 -1.442  0.560

Results
frontier orbital gap (alpha / beta) = 0.29209 / 0.25047 Ha
total charge = +2
2S+1 = 3


The following is a DFT calculation (wB97M-V/def2-TZVPD) of C20H24N4O7PRuSTe as an isolated structure in a non-equilibrium geometry.

Each line ends with the Mulliken charge.
Element x y z (Å)
Te1 1.559 0.722 3.096  -0.309
Ru1 1.242 0.149 0.484  0.770
S1 -0.756 2.327 -0.301  1.474
P1 0.201 -1.214 2.493  1.253
O1 -1.128 -0.796 1.697  0.027
O2 0.188 2.488 0.791  -0.709
O3 -2.141 2.588 0.000  -0.708
O4 -0.455 -1.938 3.774  -0.341
O5 0.989 -2.180 1.681  -0.705
O6 4.733 2.299 0.033  -0.614
O7 2.817 1.355 -0.631  -0.659
N1 0.445 -1.625 -1.074  0.300
N2 4.466 0.052 0.263  -0.364
N3 3.499 -0.982 0.224  -0.304
N4 -0.484 0.792 -0.745  1.079
C1 0.856 -2.551 5.706  -1.131
C2 -2.282 0.432 -2.340  -0.851
C3 0.240 -3.860 -1.882  -1.144
C4 -1.961 0.305 2.063  -0.006
C5 0.765 2.839 -2.487  -0.173
C6 0.221 -3.012 4.407  -0.192
C7 -2.720 0.077 3.358  -1.490
C8 -1.166 0.036 -1.608  -0.065
C9 3.969 1.378 -0.123  0.456
C10 -1.029 4.402 -2.075  -0.454
C11 -2.520 -1.787 -3.262  -0.910
C12 -1.389 -2.232 -2.546  0.923
C13 0.312 4.598 -4.054  -0.435
C14 0.888 -2.857 -1.146  -0.110
C15 -2.940 -0.483 -3.158  -0.946
C16 -0.716 5.064 -3.251  -0.615
C17 -0.894 -3.552 -2.588  -0.666
C18 -0.678 -1.304 -1.742  0.046
C19 1.064 3.500 -3.666  -0.806
C20 -0.286 3.294 -1.719  0.215
H1 3.624 -1.658 0.975  0.230
H2 -1.832 4.716 -1.431  0.485
H3 1.643 -1.826 5.506  0.257
H4 0.103 -2.077 6.332  0.269
H5 0.965 -3.429 3.721  0.223
H6 0.648 -4.858 -1.883  0.401
H7 -0.541 -3.773 4.600  0.328
H8 3.553 -1.442 -0.686  0.256
H9 4.996 0.093 1.126  0.254
H10 -2.622 1.451 -2.248  0.439
H11 -2.642 0.429 1.216  0.290
H12 -1.276 5.941 -3.540  0.396
H13 1.270 -3.400 6.242  0.408
H14 -1.414 -4.299 -3.172  0.443
H15 1.780 -3.085 -0.579  0.446
H16 1.880 3.155 -4.280  0.433
H17 -3.255 -0.870 3.317  0.322
H18 -2.028 0.050 4.198  0.268
H19 1.340 1.992 -2.142  0.100
H20 -3.049 -2.484 -3.893  0.404
H21 -3.808 -0.156 -3.714  0.410
H22 -1.349 1.213 2.139  0.235
H23 0.535 5.105 -4.982  0.390
H24 -3.430 0.890 3.503  0.476

Results
frontier orbital gap (alpha / beta) = 0.28480 / 0.22834 Ha
2S+1 = 6


The following is a DFT calculation (wB97M-V/def2-TZVPD) of one molecule with the formula C5H11NOS in a non-equilibrium geometry.

Each line ends with the Mulliken charge.
Element x y z (Å)
S1 -2.670 -0.424 -0.298  0.423
O1 -2.598 -0.694 1.116  -0.412
N1 -3.241 1.257 -0.416  -0.504
C1 1.258 -1.560 -0.331  -1.537
C2 0.387 -0.456 -0.133  1.631
C3 0.509 0.642 -1.215  -0.904
C4 0.259 -0.004 1.250  -1.579
C5 -0.784 -0.212 -0.966  -0.508
H1 2.069 -1.416 0.374  0.393
H2 1.008 0.447 -2.133  0.325
H3 -0.271 1.044 1.124  0.282
H4 0.395 1.658 -0.913  0.272
H5 -3.324 1.724 -1.313  0.258
H6 0.667 -2.584 -0.044  0.214
H7 1.459 -1.698 -1.408  0.359
H8 -0.826 -0.981 -1.761  0.292
H9 -4.164 1.549 0.024  0.259
H10 -0.384 -0.629 1.901  0.294
H11 1.134 0.100 1.859  0.442

Results
frontier orbital gap (alpha / beta) = 0.19906 / 0.27039 Ha
2S+1 = 3